{
  "formula": "C4H9MgO4V",
  "method": "wB97M-V/def2-TZVPD",
  "orbital_gap_ev": [5.443, 7.130],
  "spin_multiplicity": 5,
  "symbols": ["O", "Mg", "O", "C", "O", "C", "C", "O", "C", "V", "H", "H", "H", "H", "H", "H", "H", "H", "H"],
  "positions_angstrom": [[-0.452360, 1.628322, -1.856504], [-2.289272, 2.380802, -1.823392], [-2.025052, 1.600456, 0.020174], [-1.427880, 1.613099, 1.248821], [-0.430274, 0.593904, 1.354126], [0.777021, 0.741530, 0.574483], [1.270276, -0.667903, 0.363181], [0.362929, -1.332265, -0.540094], [0.611117, -2.697921, -0.804038], [-1.096363, 0.002221, -0.876396], [-2.211178, 1.483846, 2.013946], [-0.850523, 2.545087, 1.411511], [1.526084, 1.328190, 1.120766], [0.742318, 1.829194, -0.765980], [1.242457, -1.253106, 1.298099], [2.268878, -0.673515, -0.098393], [-0.050019, -3.004901, -1.621946], [1.656360, -2.835712, -1.116566], [0.375482, -3.281329, 0.098203]],
  "atomic_forces_ev_per_a": [[0.159, -1.038, -0.208], [1.128, 0.026, 0.419], [-1.479, -0.394, 0.391], [0.247, 1.490, -0.309], [-0.737, -1.076, -0.364], [1.156, 1.858, -0.918], [0.390, 0.279, 0.139], [0.094, -0.551, -0.560], [0.089, -0.337, 0.047], [0.774, 2.996, -0.242], [0.750, -0.335, 0.233], [-0.537, 0.049, 0.050], [-0.095, -0.392, 0.272], [-2.106, -2.742, 0.834], [0.211, 0.151, -0.149], [-0.202, 0.015, 0.254], [0.162, 0.083, 0.215], [-0.250, -0.058, 0.166], [0.246, -0.025, -0.271]],
  "mulliken_charge": [-0.979, 0.529, -0.602, -0.038, -0.517, -0.919, -0.121, -0.225, -0.763, 0.684, 0.266, 0.307, 0.461, 0.369, 0.337, 0.353, 0.271, 0.272, 0.315]
}

***

{
  "formula": "C4H5NO2",
  "method": "wB97M-V/def2-TZVPD",
  "smiles": "O=C[C@H]1CN1C=O",
  "orbital_gap_ev": 10.825,
  "de_lowest_kcal_mol": 47.07,
  "symbols": ["O", "C", "C", "C", "N", "C", "O", "H", "H", "H", "H", "H"],
  "positions_angstrom": [[-2.954516, -0.296093, -0.057977], [-1.897679, 0.228390, -0.303044], [-0.569700, -0.430511, -0.072132], [0.542411, -0.144495, -1.023115], [0.490539, 0.498443, 0.266201], [1.465971, 0.300269, 1.262430], [2.528904, 0.863693, 1.250707], [-1.834002, 1.248730, -0.737406], [-0.610900, -1.428130, 0.353483], [0.361409, 0.457427, -1.904116], [1.298893, -0.917047, -1.123736], [1.178670, -0.380677, 2.088704]],
  "atomic_forces_ev_per_a": [[0.462, 0.193, -0.103], [-0.238, -0.231, 0.042], [-0.116, -0.270, 0.132], [0.291, 0.063, -0.119], [0.059, 0.149, 0.163], [0.215, 0.146, -0.017], [-0.458, -0.396, -0.170], [0.010, -0.081, 0.098], [0.035, 0.089, 0.203], [0.075, 0.146, 0.047], [-0.141, -0.002, -0.142], [-0.196, 0.195, -0.133]],
  "mulliken_charge": [-0.458, -0.244, 0.165, -0.439, -0.230, 0.063, -0.457, 0.322, 0.457, 0.226, 0.271, 0.324]
}

***

> Which formula does entry 2 have?

C4H5NO2